Entry 1:
This record from the OMol25 dataset describes a molecular structure, C14H28Cl14F6MgN3O12S6 at a distorted geometry. The level of theory is ωB97M-V with the def2-TZVPD basis set.

```
84
Properties=species:S:1:pos:R:3:mulliken_charge:R:1
Mg 14.30083 7.65070 -10.55234 1.7868
N 13.74852 8.30419 -13.03241 -0.1045
S 14.21305 9.57719 -13.87916 0.9114
O 13.17633 10.63097 -14.00208 -0.5454
O 15.22667 9.39751 -14.91476 -0.5095
F 14.98897 10.21263 -12.62756 -0.3013
S 12.98773 7.63492 -14.50135 0.8992
O 13.85719 6.49765 -14.95818 -0.5250
O 12.16236 8.41469 -15.45295 -0.4569
F 11.81565 6.93255 -13.65147 -0.2348
N 14.20777 8.23982 -7.95957 0.0882
S 13.76713 9.64472 -7.13454 0.8280
O 14.80309 10.58936 -6.72344 -0.4462
O 12.44591 9.65791 -6.54309 -0.4823
F 13.31543 10.24335 -8.59692 -0.3590
S 14.29872 7.46894 -6.64518 0.7581
O 13.14030 6.61332 -6.35716 -0.5463
O 15.20493 7.86184 -5.55504 -0.4536
F 15.13955 6.36448 -7.44942 -0.3412
N 13.12446 2.79981 -12.80296 -0.3246
S 12.81029 3.10861 -11.10494 1.0106
O 11.80685 2.39107 -10.32921 -0.5028
O 13.13588 4.48235 -10.89152 -0.5550
F 14.09079 2.31535 -10.57895 -0.2580
S 11.89838 1.82757 -12.87007 1.1728
O 10.63576 2.51272 -12.92035 -0.6040
O 12.02778 0.44897 -12.34212 -0.6143
F 12.10143 1.53199 -14.45661 -0.3142
Cl 15.45698 12.19188 -2.53282 -0.1803
C 15.09754 10.55153 -1.95589 -0.2122
C 16.34678 9.85514 -1.51265 -0.4828
Cl 16.91667 10.55027 0.00157 -0.1973
H 14.73634 9.93794 -2.78120 0.1304
H 14.43578 10.59847 -1.09103 0.3330
H 17.13227 10.09945 -2.22778 0.2809
H 16.31121 8.76610 -1.48400 0.3303
Cl 18.48650 3.34151 -6.50136 -0.1828
C 18.71915 4.07005 -4.92094 -0.3789
C 18.06172 3.33088 -3.77526 -0.4347
Cl 16.31131 3.42666 -3.85516 -0.1510
H 18.43237 5.11728 -5.01668 0.2807
H 19.80362 4.15189 -4.84792 0.2948
H 18.32299 3.74858 -2.80296 0.2924
H 18.21230 2.25276 -3.83057 0.2884
Cl 19.01971 9.12236 -7.98015 -0.1679
C 19.23805 10.88406 -7.98405 -0.3748
C 19.94510 11.36156 -9.20945 -0.4522
Cl 19.17763 10.84561 -10.74442 -0.1719
H 19.66209 11.25191 -7.04972 0.3269
H 18.24259 11.32346 -8.04799 0.2075
H 20.94242 10.92222 -9.18867 0.3244
H 20.01875 12.44892 -9.22748 0.3172
Cl 12.69300 15.37662 -9.82558 -0.1954
C 13.35622 14.38826 -11.11338 -0.3247
C 13.15588 15.04076 -12.52428 -0.3586
Cl 13.94399 16.61493 -12.57781 -0.2034
H 12.78905 13.45801 -11.08098 0.2354
H 14.35312 14.17175 -10.72944 0.2768
H 12.13177 15.37118 -12.69784 0.3008
H 13.63306 14.49023 -13.33503 0.2700
Cl 10.81095 -0.07294 -5.45269 -0.1848
C 11.97307 1.19582 -5.32645 -0.3317
C 11.24976 2.39131 -4.52540 -0.3751
Cl 10.93318 1.95127 -2.82277 -0.1968
H 12.36470 1.49144 -6.29977 0.2782
H 12.83204 0.73854 -4.83537 0.2654
H 10.29760 2.62210 -5.00313 0.3242
H 11.80636 3.32775 -4.48875 0.2199
Cl 10.05186 12.52760 -1.30757 -0.1806
C 8.60718 12.40418 -2.26155 -0.4207
C 8.59769 11.25008 -3.20309 -0.3352
Cl 7.11614 11.18277 -4.07335 -0.1935
H 8.51081 13.29715 -2.87914 0.2927
H 7.72219 12.35919 -1.62683 0.3054
H 8.68418 10.32401 -2.63473 0.3043
H 9.30794 11.27093 -4.02966 0.2302
Cl 17.37401 15.33883 -8.39348 -0.2319
C 16.97376 15.51305 -6.62944 -0.4057
C 16.99899 16.99055 -6.39172 -0.3754
Cl 16.24249 17.31539 -4.81505 -0.2073
H 17.73326 14.91015 -6.13167 0.2998
H 15.98579 15.05289 -6.61327 0.3047
H 16.42496 17.53519 -7.14136 0.3219
H 18.03566 17.30489 -6.27094 0.2952
```

The LUMO energy is -3.35 eV. Its frontier orbital gap is 0.139 Ha. Its HOMO energy is -7.13 eV. The value obtained for the largest force on an atom is 10.95 eV/A. As for the charge: -1.

=====

Entry 2:
This record from the OMol25 dataset describes 2 unconnected molecules or ions with the total composition C14H28FNO4. The level of theory is ωB97M-V with the def2-TZVPD basis set.

```
48
Properties=species:S:1:pos:R:3:nbo_charge:R:1
C -3.49385 2.77228 -0.38778 -0.6253
C -2.68353 1.69007 -1.13957 -0.4548
C -2.28418 0.47370 -0.28097 0.2205
C -0.87636 0.56409 0.28407 -0.4281
C -0.55173 1.77420 1.17838 -0.3909
C -0.62265 1.56851 2.70392 -0.2114
C -2.05848 1.61145 3.23979 -0.6101
C 0.10983 0.31286 3.17067 -0.6096
O -3.33517 0.16728 0.68563 -0.5161
C -4.35923 -0.37083 -0.02714 0.9691
O -5.49827 -0.40447 0.31134 -0.5534
O -3.88614 -0.88983 -1.19620 -0.5041
C -2.46129 -0.83881 -1.04009 0.4601
F -1.81959 -0.98521 -2.21759 -0.3225
H -4.46758 2.92851 -0.85346 0.2216
H -2.96706 3.72940 -0.41860 0.2117
H -3.64448 2.52518 0.66170 0.2261
H -1.76277 2.13813 -1.51496 0.2216
H -3.25525 1.35742 -2.00649 0.2289
H -0.23392 0.62073 -0.59780 0.2393
H -0.63523 -0.38332 0.76857 0.2224
H -1.17127 2.62896 0.89104 0.2063
H 0.47767 2.06982 0.94523 0.2099
H -0.09278 2.42549 3.13926 0.1957
H -2.60759 2.44594 2.79674 0.2034
H -2.58261 0.67958 3.01757 0.2149
H -2.05631 1.74084 4.32471 0.2079
H 0.18223 0.30340 4.26050 0.2130
H 1.12423 0.28521 2.76091 0.2086
H -0.40348 -0.60055 2.85781 0.1982
H -2.21942 -1.65682 -0.34999 0.1447
C 3.82300 -1.61525 0.07419 -0.6143
C 2.73624 -2.18547 -0.83231 -0.0798
C 3.26062 -2.79179 -2.13966 -0.0727
O 3.65757 -1.85020 -3.11562 -0.5465
C 4.95174 -1.30503 -2.94814 -0.2479
N 1.71931 -1.15514 -1.06355 -0.8380
H 4.16333 -0.63853 -0.26970 0.2024
H 3.43351 -1.48178 1.08337 0.2191
H 4.68650 -2.28054 0.12883 0.2055
H 2.25449 -3.00410 -0.28854 0.1878
H 2.44565 -3.35490 -2.60128 0.1853
H 4.07687 -3.50019 -1.94327 0.1636
H 5.64755 -2.04801 -2.54650 0.1677
H 4.94436 -0.42855 -2.29570 0.1644
H 5.30232 -0.99357 -3.93139 0.1915
H 0.92897 -1.56610 -1.55395 0.3563
H 2.10424 -0.48408 -1.72401 0.3578
```

The LUMO energy is 0.61 eV. Its frontier orbital gap is 0.372 Ha. Its HOMO energy is -9.51 eV. As for the SMILES: CC[C@@]1(CCC(C)C)OC(=O)O[C@H]1F.COC[C@@H](C)N. The value obtained for the largest force on an atom is 0.79 eV/A.

=====

Entry 3:
This record from the OMol25 dataset describes a molecular structure, C14H28O4P2SSn at a distorted geometry. The level of theory is ωB97M-V with the def2-TZVPD basis set.

```
50
Properties=species:S:1:pos:R:3:nbo_charge:R:1
Sn 0.27300 -0.31713 -2.40823 0.9630
H -1.46387 -1.07691 -0.99454 0.0932
H -1.52366 -0.29576 -1.08734 0.0192
P -0.19935 -2.86778 -2.50667 1.0753
P -0.21845 2.16615 -2.52072 1.0971
C 1.34116 2.98476 -2.04941 -0.9593
H 1.25289 4.06072 -2.28229 0.2952
H 1.51449 2.83026 -0.97205 0.2961
H 2.18219 2.55374 -2.61562 0.2681
C -0.51206 2.48810 -4.28617 -0.9604
H -1.46546 2.02696 -4.59018 0.2724
H -0.55405 3.57771 -4.45472 0.2935
H 0.30479 2.04747 -4.87463 0.2721
C -1.54030 2.93874 -1.55177 -0.9544
H -1.33808 2.81412 -0.47734 0.3013
H -1.57369 4.01170 -1.81592 0.2875
H -2.50240 2.46499 -1.80275 0.2751
C -0.32252 -3.19665 -4.30042 -0.9548
H -0.39033 -4.28157 -4.47805 0.2906
H -1.21916 -2.70381 -4.70725 0.2679
H 0.56633 -2.79489 -4.80613 0.2705
C 1.27529 -3.74269 -1.89331 -0.9569
H 1.34587 -3.60442 -0.80464 0.2925
H 1.19059 -4.81482 -2.13320 0.2903
H 2.18101 -3.33244 -2.36425 0.2697
C -1.64516 -3.62723 -1.71620 -0.9617
H -2.56460 -3.13447 -2.06303 0.2749
H -1.67952 -4.69623 -1.98531 0.2987
H -1.56351 -3.52031 -0.62640 0.2914
C 1.65952 -0.14393 -0.74335 0.5010
O 2.76496 -0.29217 -0.39045 -0.3546
H 0.86014 -0.33818 -4.00942 -0.1398
C 0.31875 1.30937 7.21651 -0.6402
C 0.30416 1.00177 5.74914 0.0307
C 0.39728 -0.33951 5.34748 -0.2104
C 0.36569 -0.66036 3.99948 -0.1308
C 0.24494 0.36877 3.07015 -0.3841
C 0.14763 1.71090 3.44627 -0.1714
C 0.18854 2.02976 4.79563 -0.2107
S -0.09211 -0.09143 1.36778 2.3671
O 0.51545 -1.40074 1.16618 -0.9795
O -1.51890 0.04749 1.25234 -0.9503
O 0.66396 0.97296 0.58909 -0.9379
H -0.51443 0.80536 7.72487 0.2365
H 1.24814 0.93655 7.66687 0.2359
H 0.24342 2.38640 7.39497 0.2250
H 0.48069 -1.13690 6.09604 0.2304
H 0.42136 -1.68178 3.63937 0.2276
H 0.03717 2.47570 2.67787 0.2162
H 0.11219 3.08164 5.11172 0.2312
```

The LUMO energy is -8.32 eV. Its frontier orbital gap is 0.178 Ha. Its HOMO energy is -13.16 eV. The value obtained for the largest force on an atom is 4.64 eV/A. As for the charge: +2.

=====

Entry 4:
This record from the OMol25 dataset describes a single C14H28O6Si molecule at a distorted geometry. The level of theory is ωB97M-V with the def2-TZVPD basis set.

```
49
Properties=species:S:1:pos:R:3:nbo_charge:R:1
O 1.58531 -2.94320 -0.35738 -0.5896
O -0.83236 4.28488 -0.84952 -0.5353
O -1.75082 1.28878 4.28316 -0.5455
O 1.97726 -2.32464 -2.53282 -0.4902
O -1.94570 1.52752 0.12586 -0.9116
O -1.06879 -0.46716 1.74322 -0.8883
C 2.34542 -2.69996 -1.26364 0.7547
C 4.02440 -4.28194 -0.72970 -0.3523
C 3.75240 -3.01837 -0.96375 -0.0697
C -0.26543 4.13192 0.39265 -0.2573
C -0.44476 1.46332 3.76135 -0.2626
C 4.71053 -1.82786 -1.08664 -0.6427
C -1.01045 3.08775 -1.53784 -0.0925
C -2.62370 0.65221 3.25140 -0.0985
C -2.19152 2.23039 -1.00559 -0.0875
C -2.02995 -0.64070 2.70149 -0.0896
C 0.64258 -2.04614 -2.47707 -0.0920
C 0.28572 -0.60942 -2.14787 -0.4283
C -2.65901 -0.94703 -0.65186 -1.2059
C 0.40843 -0.21279 -0.66204 -0.9477
Si -1.30848 0.06305 0.17744 2.1630
H 5.06218 -4.61545 -0.80259 0.2033
H 3.23107 -4.96145 -0.58169 0.2131
H -0.65779 4.97379 0.98970 0.1905
H -0.42195 3.12974 0.78794 0.1796
H 0.76687 4.28219 0.36972 0.1597
H -0.48791 2.10175 2.90198 0.1556
H -0.11879 0.49666 3.36071 0.1803
H 0.40643 1.76149 4.45212 0.1895
H 4.23298 -1.05560 -1.65193 0.2209
H 4.90143 -1.49273 -0.07632 0.2295
H 5.71235 -2.09550 -1.47222 0.2254
H -1.24607 3.50968 -2.53053 0.2015
H -0.05638 2.58908 -1.52003 0.1668
H -3.54648 0.56524 3.75463 0.1965
H -2.80354 1.33362 2.47496 0.1833
H -3.01939 2.88486 -0.89998 0.1918
H -2.61592 1.49675 -1.74302 0.1617
H -2.89567 -1.12175 2.24672 0.1684
H -1.62593 -1.27348 3.50221 0.1976
H 0.05504 -2.79744 -1.88539 0.2097
H 0.24582 -2.29514 -3.55010 0.1857
H 1.01081 -0.00034 -2.77931 0.2131
H -0.77463 -0.42470 -2.48659 0.2103
H -3.58096 -0.95838 -0.03050 0.2458
H -2.47515 -2.02025 -0.73236 0.2476
H -2.92313 -0.45177 -1.63566 0.2330
H 0.99670 0.69027 -0.50936 0.2315
H 1.02697 -0.96170 -0.12398 0.2776
```

The LUMO energy is 0.71 eV. Its frontier orbital gap is 0.366 Ha. Its HOMO energy is -9.26 eV. As for the SMILES: C=C(C)C(=O)OCCC[Si](C)(OCCOC)OCCOC. The value obtained for the largest force on an atom is 5.98 eV/A.

=====

What is the LUMO energy in the first record?
-3.35 eV

=====

Look up the LUMO energy of the second one.
0.61 eV

=====

Number 4 is which compound?
C14H28O6Si

=====

Which of these has the lowest HOMO energy?
C14H28O4P2SSn